[1]
{"formula": "C4H11N2O", "method": "ωB97M-V/def2-TZVPD", "relative_energy_kcal_mol": 177.07, "charge": -1, "energy_ev": -9346.812, "species": ["N", "C", "C", "C", "O", "C", "N", "H", "H", "H", "H", "H", "H", "H", "H", "H", "H", "H"], "coordinates": [[-0.429, 2.542, -0.947], [-0.400, -0.071, -0.290], [-0.544, -0.031, 1.200], [0.027, -1.353, 1.863], [-0.034, -1.262, 3.182], [0.858, -0.342, -0.906], [0.928, -1.465, -1.752], [-0.564, 1.097, -0.667], [-1.015, 2.354, -1.764], [-1.174, -0.643, -0.819], [-1.567, 0.023, 1.559], [0.028, 0.828, 1.576], [1.034, -1.535, 1.410], [-0.665, -2.145, 1.532], [1.670, -0.055, -0.223], [0.683, -0.050, -2.044], [-0.632, 3.489, -0.629], [1.796, -1.381, -2.282]], "atomic_forces_ev_per_a": [[0.490, -1.271, -1.107], [-0.765, -1.371, -0.832], [0.968, 0.279, 0.044], [-0.758, 0.245, 0.720], [0.473, 0.209, 0.352], [-0.864, -0.874, 3.233], [0.172, 0.734, -1.298], [0.077, 2.021, 0.839], [-0.027, 0.641, -0.118], [-0.030, 0.046, 0.103], [-0.174, 0.374, -0.269], [-0.102, -0.251, 0.254], [0.111, 0.047, -0.048], [0.082, -0.508, -0.809], [0.455, 0.410, -0.966], [0.114, -0.134, -0.540], [-0.492, -0.363, 0.367], [0.268, -0.232, 0.077]]}

[2]
{"formula": "C4H11N2O", "method": "ωB97M-V/def2-TZVPD", "relative_energy_kcal_mol": 106.24, "charge": -1, "energy_ev": -9349.883, "species": ["N", "C", "C", "N", "C", "C", "O", "H", "H", "H", "H", "H", "H", "H", "H", "H", "H", "H"], "coordinates": [[0.621, -0.679, 2.412], [1.564, -0.368, 1.334], [1.321, 1.087, 0.747], [0.456, 1.847, 1.235], [-1.925, 0.022, -1.375], [-0.573, -0.533, -1.935], [-0.629, -1.789, -2.335], [0.277, 0.243, 2.720], [-0.220, -1.018, 1.980], [1.421, -1.008, 0.460], [2.541, -0.489, 1.807], [2.007, 1.255, -0.100], [0.013, 0.993, 0.573], [-2.634, -0.007, -2.203], [-1.784, 1.076, -1.078], [-2.300, -0.522, -0.505], [0.155, -0.385, -1.064], [-0.310, 0.274, -2.674]], "atomic_forces_ev_per_a": [[-0.298, 0.696, -0.273], [-0.669, 0.345, 0.198], [2.926, -2.697, 0.302], [-1.648, 1.245, -0.414], [0.465, 0.492, -0.125], [-0.760, -0.035, 0.965], [0.187, -0.051, -0.366], [0.334, -0.191, 0.216], [-0.446, -0.644, -0.230], [0.352, -0.378, 0.264], [0.418, 0.356, -0.739], [0.275, 0.604, -0.073], [-1.221, 0.591, 0.660], [-0.273, -0.094, 0.157], [-0.129, -0.001, -0.022], [-0.030, -0.260, -0.136], [0.117, 0.256, -0.181], [0.400, -0.234, -0.203]]}

[3]
{"formula": "C4H11N2O", "method": "ωB97M-V/def2-TZVPD", "relative_energy_kcal_mol": 123.70, "charge": -1, "energy_ev": -9349.126, "species": ["N", "C", "C", "C", "O", "C", "N", "H", "H", "H", "H", "H", "H", "H", "H", "H", "H", "H"], "coordinates": [[1.857, 1.321, 0.067], [0.258, 0.453, -0.043], [-0.989, 0.524, -0.894], [-2.145, -0.262, -0.252], [-2.299, -0.044, 1.063], [0.778, -1.019, 0.253], [1.749, -1.083, 1.379], [1.079, 0.834, -0.803], [1.594, 2.287, -0.225], [-0.059, 0.735, 0.919], [-1.317, 1.531, -1.101], [-0.886, 0.054, -1.875], [-3.185, 0.087, -0.866], [-1.947, -1.395, -0.622], [-0.024, -1.597, 0.649], [1.310, -1.512, -0.582], [2.636, -0.673, 0.948], [1.590, -0.239, 1.985]], "atomic_forces_ev_per_a": [[-1.967, 0.132, -2.641], [-0.326, -3.263, 2.639], [0.110, 0.060, -1.707], [-2.172, -0.514, 0.665], [0.361, -0.498, -1.063], [0.712, 0.873, 0.519], [2.074, 2.345, -0.486], [3.061, 1.525, -0.420], [0.033, -0.411, 0.385], [-0.648, 0.703, 1.012], [0.082, 0.646, 0.302], [0.485, 0.051, -0.280], [2.128, -0.775, 0.599], [-0.502, 1.469, 0.731], [-1.081, -0.387, -0.537], [-0.690, 0.249, 0.011], [-1.198, -1.042, 0.667], [-0.462, -1.162, -0.395]]}

[4]
{"formula": "C4H11N2O", "method": "ωB97M-V/def2-TZVPD", "relative_energy_kcal_mol": 23.40, "charge": -1, "energy_ev": -9353.475, "species": ["C", "O", "C", "H", "H", "H", "H", "H", "C", "N", "C", "N", "H", "H", "H", "H", "H", "H"], "coordinates": [[-0.776, -1.310, 0.878], [-0.675, -1.602, -0.429], [-1.428, -2.414, 1.736], [-1.351, -0.363, 1.084], [0.222, -1.147, 1.390], [-1.472, -2.155, 2.804], [-0.823, -3.321, 1.632], [-2.446, -2.641, 1.404], [0.343, 0.487, -1.946], [0.971, 1.023, -0.746], [1.283, 2.315, -0.595], [1.809, 2.812, 0.471], [-0.736, 0.517, -1.812], [0.631, 1.096, -2.810], [0.645, -0.543, -2.085], [0.868, 0.478, 0.100], [1.081, 2.944, -1.471], [1.852, 3.824, 0.395]], "atomic_forces_ev_per_a": [[0.023, -0.090, -0.008], [0.031, -0.037, 0.170], [-0.010, -0.138, 0.133], [-0.001, -0.006, 0.086], [-0.029, 0.134, -0.023], [0.043, 0.085, -0.010], [-0.086, -0.047, -0.022], [0.043, 0.044, -0.132], [-0.113, 0.535, 0.177], [0.140, -0.068, -0.148], [0.243, 0.376, 0.208], [-0.320, -0.043, 0.156], [-0.075, -0.287, -0.264], [0.093, 0.047, 0.076], [-0.121, -0.079, 0.020], [0.049, -0.187, -0.136], [-0.075, -0.165, -0.133], [0.166, -0.073, -0.150]]}

[5]
{"formula": "C4H11N2O", "method": "ωB97M-V/def2-TZVPD", "relative_energy_kcal_mol": 118.66, "charge": -1, "energy_ev": -9349.345, "species": ["C", "N", "C", "C", "N", "C", "O", "H", "H", "H", "H", "H", "H", "H", "H", "H", "H", "H"], "coordinates": [[-0.280, 1.124, 0.791], [0.955, 0.850, 0.072], [-0.257, -0.058, 1.977], [-0.221, -1.438, 1.344], [-1.430, 0.488, 2.310], [-0.053, -0.046, -2.694], [1.275, -0.080, -2.359], [-0.258, 2.160, 1.112], [-1.085, 0.969, 0.082], [1.139, 0.562, -0.958], [1.763, 0.619, 0.628], [0.572, 0.223, 2.648], [0.609, -1.549, 0.648], [-0.176, -2.219, 2.108], [-1.181, -1.545, 0.835], [-0.235, 0.235, -3.773], [-0.530, -1.046, -2.619], [-0.607, 0.750, -2.152]], "atomic_forces_ev_per_a": [[1.676, 0.560, -2.307], [0.232, 0.458, 0.549], [-1.665, -0.003, 1.602], [-0.064, 0.045, 0.012], [0.538, -0.341, -0.425], [0.797, 0.121, -1.040], [-0.092, 0.282, 0.212], [-0.338, -0.255, 0.845], [-0.184, -0.024, 0.225], [-0.811, -0.723, -0.235], [-0.131, 0.257, 0.244], [0.546, -0.153, -0.400], [-0.018, -0.020, -0.074], [0.088, 0.114, 0.130], [0.152, -0.101, -0.206], [0.107, -0.059, 0.225], [-0.435, 0.190, 0.391], [-0.399, -0.349, 0.252]]}

[6]
{"formula": "C4H11N2O", "method": "ωB97M-V/def2-TZVPD", "multiplicity": 2, "relative_energy_kcal_mol": 69.92, "charge": 0, "energy_ev": -9349.486, "species": ["C", "C", "C", "C", "N", "O", "N", "H", "H", "H", "H", "H", "H", "H", "H", "H", "H", "H"], "coordinates": [[0.957, 0.347, -1.740], [1.628, 0.152, -0.318], [0.811, 0.516, 0.886], [-0.634, 0.009, 1.126], [-1.046, -0.351, 2.366], [-1.440, -0.232, 0.179], [-0.325, -0.351, -2.119], [1.547, 0.321, -2.636], [0.739, 1.496, -1.534], [2.659, 0.582, -0.279], [1.812, -0.949, -0.232], [0.471, 1.545, 0.873], [1.313, 0.369, 1.904], [-1.812, -0.851, 2.511], [-0.422, -0.438, 3.129], [-0.179, -1.106, -2.753], [-0.690, -0.668, -1.200], [-0.894, 0.321, -2.670]], "atomic_forces_ev_per_a": [[0.101, 4.245, 1.560], [0.450, -3.575, -1.201], [-2.489, 0.327, 2.800], [2.230, -0.444, -0.907], [3.393, 2.188, 1.669], [-0.697, -0.434, -2.546], [1.262, 1.420, -0.744], [0.946, -0.187, 0.110], [-0.328, -1.958, -1.209], [-1.032, 0.131, -0.422], [0.151, 0.468, 0.048], [1.096, 1.385, -0.401], [0.009, 0.221, -1.608], [-4.139, -2.573, 0.012], [0.845, 0.085, 0.462], [0.485, -0.972, -0.377], [-2.222, 0.244, 1.558], [-0.062, -0.572, 1.196]]}